This record from the Open Molecules 2025 dataset describes a 2-piece molecular cluster, C3H4O2S overall. The level of theory is wB97M-V/def2-TZVPD.

Structure (XYZ):
```
10
Properties=species:S:1:pos:R:3:forces:R:3
C 1.08601 2.55934 -0.45821 0.0 -2.4 0.3
C 1.16736 1.34134 -0.55321 0.2 2.7 -0.5
C -1.62557 -1.48352 1.05664 4.2 2.8 6.0
O 1.22209 -0.45495 -2.39600 0.1 -0.1 0.3
O 0.43759 -0.94206 0.03418 1.6 -0.5 -1.0
S 1.44793 -0.32650 -0.96683 -2.1 -0.2 1.3
H 0.91404 3.58441 -0.21542 0.1 0.0 -0.2
H -2.08582 -1.78789 0.22418 -1.7 -1.3 -2.8
H -1.44628 -0.38283 1.34920 -1.0 -1.8 -1.0
H -1.11734 -2.10735 1.92547 -1.4 0.8 -2.5
```
Positions in Å, forces in eV/Å.

Computed properties:
Energy   -665.1149 Ha
Molar mass   104.1 g mol⁻¹
Multiplicity   1
Relative energy (zero: lowest compared OMol25 entry of this formula, charge and spin)   169.9 kcal per mole
LUMO level (spin up / spin down)   -2.74 / -0.26 eV